# 1
C99H216N10O14 | ωB97M-V/def2-TZVPD

Geometry (Å):
C: 18.018 25.600 12.823
C: 18.192 25.245 14.352
C: 16.834 25.318 15.032
O: 18.734 23.946 14.612
H: 18.060 26.643 12.697
H: 17.109 25.283 12.344
H: 18.831 25.216 12.214
H: 18.770 26.051 14.802
H: 16.355 26.246 14.926
H: 16.916 25.073 16.086
H: 16.312 24.555 14.526
H: 19.544 23.880 14.061
C: 23.335 18.375 21.076
C: 22.850 17.431 19.968
C: 23.268 15.936 20.249
O: 21.442 17.431 20.030
H: 24.391 18.329 21.288
H: 22.800 18.160 21.947
H: 23.229 19.433 20.800
H: 23.169 17.864 19.053
H: 24.277 15.740 20.394
H: 22.970 15.260 19.480
H: 22.574 15.581 21.078
H: 20.987 17.948 19.342
C: 22.774 24.449 14.686
C: 22.552 23.347 13.700
C: 23.704 22.352 13.894
O: 21.271 22.833 13.809
H: 23.785 24.567 15.055
H: 22.195 24.296 15.643
H: 22.471 25.400 14.215
H: 22.645 23.786 12.730
H: 24.579 22.850 13.616
H: 23.598 21.524 13.215
H: 23.841 22.024 14.962
H: 21.127 21.998 13.351
O: 20.617 20.152 13.811
H: 19.807 19.967 13.320
H: 20.434 20.056 14.792
C: 11.805 19.121 16.489
C: 12.778 18.673 17.616
C: 12.212 19.044 19.002
C: 12.870 18.346 20.175
C: 12.917 16.787 19.908
C: 13.570 16.395 18.552
N: 12.825 17.125 17.474
O: 13.272 16.902 16.142
C: 15.137 16.545 18.586
C: 13.283 14.918 18.464
C: 14.189 19.335 17.401
H: 12.336 18.778 15.596
H: 11.767 20.196 16.400
H: 10.810 18.790 16.530
H: 12.267 20.137 19.039
H: 11.120 18.899 19.084
H: 12.373 18.731 21.120
H: 13.908 18.682 20.201
H: 11.891 16.356 19.883
H: 13.435 16.385 20.824
H: 15.548 15.657 19.066
H: 15.658 16.623 17.573
H: 15.545 17.425 19.190
H: 13.510 14.553 19.511
H: 12.198 14.677 18.237
H: 13.916 14.529 17.664
H: 14.183 20.398 17.653
H: 14.547 19.258 16.359
H: 14.946 18.982 18.080
H: 14.076 17.368 15.943
C: 19.550 29.807 20.820
C: 18.742 28.757 20.010
C: 17.911 29.467 18.969
C: 17.252 28.524 17.941
C: 18.305 27.646 17.305
C: 19.196 26.893 18.255
N: 19.681 27.918 19.263
O: 20.478 27.215 20.264
C: 18.507 25.750 18.925
C: 20.414 26.404 17.492
C: 17.829 27.982 21.026
H: 18.854 30.498 21.278
H: 20.263 30.306 20.181
H: 19.988 29.304 21.707
H: 17.188 30.268 19.273
H: 18.490 30.072 18.264
H: 16.672 29.188 17.249
H: 16.434 27.870 18.323
H: 18.967 28.317 16.680
H: 17.834 26.975 16.617
H: 17.511 26.035 19.211
H: 18.434 24.922 18.207
H: 18.888 25.437 19.909
H: 20.138 26.064 16.500
H: 21.204 27.241 17.425
H: 20.901 25.577 17.992
H: 17.041 27.355 20.634
H: 17.336 28.711 21.724
H: 18.346 27.313 21.735
H: 21.367 27.479 19.989
C: 18.641 18.083 9.858
C: 17.779 19.373 10.059
C: 16.657 19.458 9.000
C: 15.637 20.561 9.396
C: 15.090 20.254 10.781
C: 16.121 20.240 11.838
N: 17.114 19.180 11.373
O: 18.129 19.054 12.382
C: 16.740 21.637 12.201
C: 15.475 19.682 13.111
C: 18.701 20.552 10.048
H: 18.032 17.220 9.751
H: 19.392 18.028 10.628
H: 19.188 18.325 8.897
H: 17.211 19.658 8.073
H: 16.105 18.465 8.900
H: 14.817 20.659 8.655
H: 16.135 21.539 9.278
H: 14.538 19.316 10.805
H: 14.359 21.024 11.159
H: 17.467 21.426 12.998
H: 17.230 22.096 11.398
H: 15.947 22.307 12.590
H: 16.212 19.276 13.811
H: 14.897 20.430 13.620
H: 14.871 18.752 12.872
H: 18.141 21.492 9.842
H: 19.378 20.340 9.290
H: 19.223 20.668 11.013
H: 18.228 18.077 12.447
C: 21.604 16.337 12.219
C: 21.392 15.583 13.484
C: 22.114 14.247 13.457
C: 23.598 14.465 13.423
C: 24.042 15.018 14.720
C: 23.312 16.383 14.973
N: 21.887 16.227 14.734
O: 21.228 17.450 14.958
C: 23.518 16.828 16.406
C: 24.051 17.502 14.139
C: 19.867 15.330 13.699
H: 21.432 17.428 12.368
H: 20.999 15.989 11.384
H: 22.567 16.136 11.841
H: 21.751 13.693 14.355
H: 21.745 13.742 12.548
H: 23.921 14.960 12.533
H: 24.081 13.460 13.296
H: 25.132 15.166 14.812
H: 23.794 14.284 15.519
H: 23.243 17.919 16.515
H: 22.956 16.198 17.090
H: 24.596 16.816 16.561
H: 24.047 17.315 13.053
H: 23.750 18.555 14.331
H: 25.118 17.587 14.363
H: 19.509 14.716 12.912
H: 19.299 16.254 13.700
H: 19.621 14.909 14.668
H: 21.758 18.211 14.556
C: 18.029 25.276 24.352
C: 19.136 24.347 24.857
C: 19.541 23.196 23.823
C: 20.611 23.607 22.815
C: 21.812 24.215 23.619
C: 21.417 25.510 24.394
N: 20.349 25.088 25.320
O: 19.938 26.038 26.319
C: 22.655 25.882 25.133
C: 21.021 26.599 23.436
C: 18.665 23.569 26.142
H: 17.827 26.140 24.994
H: 17.078 24.723 24.398
H: 18.202 25.682 23.335
H: 19.992 22.313 24.319
H: 18.568 22.911 23.357
H: 20.125 24.306 22.143
H: 20.938 22.716 22.235
H: 22.552 24.406 22.876
H: 22.369 23.566 24.265
H: 22.772 26.978 25.284
H: 22.741 25.360 26.110
H: 23.521 25.606 24.537
H: 20.293 26.366 22.671
H: 20.614 27.502 23.985
H: 21.885 27.073 22.950
H: 18.267 22.597 25.890
H: 17.977 24.166 26.783
H: 19.583 23.467 26.724
H: 19.772 26.891 25.907
C: 24.241 25.708 19.998
C: 24.470 24.235 19.717
C: 24.755 24.112 18.219
C: 25.302 22.770 17.815
C: 26.603 22.536 18.551
C: 26.414 22.643 20.073
N: 25.709 23.915 20.381
O: 25.457 23.895 21.818
C: 25.759 21.376 20.670
C: 27.790 22.822 20.719
C: 23.269 23.332 20.256
H: 23.834 25.921 20.957
H: 23.674 26.225 19.233
H: 25.088 26.340 19.993
H: 23.811 24.348 17.722
H: 25.456 24.871 17.891
H: 25.471 22.688 16.730
H: 24.662 21.941 18.092
H: 27.337 23.357 18.359
H: 27.012 21.590 18.278
H: 25.237 21.626 21.600
H: 24.948 20.960 20.073
H: 26.492 20.603 20.860
H: 27.714 22.778 21.838
H: 28.432 21.989 20.428
H: 28.302 23.710 20.383
H: 23.421 23.394 21.332
H: 23.357 22.297 19.943
H: 22.301 23.729 19.970
H: 25.976 24.638 22.172
C: 18.299 13.421 21.399
C: 19.710 13.231 20.765
C: 19.875 11.798 20.162
C: 19.177 11.564 18.863
C: 19.612 12.569 17.800
C: 19.438 13.999 18.328
N: 20.047 14.151 19.676
O: 19.788 15.449 20.191
C: 20.275 14.947 17.438
C: 18.024 14.513 18.303
C: 20.831 13.335 21.822
H: 18.213 13.032 22.360
H: 17.573 13.000 20.731
H: 17.975 14.509 21.425
H: 20.931 11.615 19.948
H: 19.629 10.998 20.884
H: 18.110 11.562 19.074
H: 19.422 10.540 18.470
H: 19.008 12.511 16.892
H: 20.665 12.322 17.601
H: 21.355 14.861 17.562
H: 20.131 14.726 16.401
H: 20.017 15.986 17.642
H: 17.345 13.720 18.591
H: 17.890 15.351 18.997
H: 17.764 14.781 17.306
H: 20.918 14.294 22.249
H: 21.782 12.972 21.380
H: 20.558 12.612 22.674
H: 20.639 15.953 20.073
C: 22.048 20.605 17.114
C: 20.604 20.785 17.506
C: 19.920 21.989 16.912
C: 18.401 21.922 17.030
C: 17.881 20.615 16.414
C: 18.461 19.401 17.097
N: 19.971 19.583 16.932
O: 20.481 18.416 17.520
C: 17.959 19.260 18.522
C: 18.071 18.128 16.329
C: 20.567 20.951 19.115
H: 22.476 21.591 17.038
H: 22.068 20.028 16.153
H: 22.441 20.010 17.909
H: 20.303 22.881 17.476
H: 20.185 22.070 15.852
H: 17.938 22.819 16.528
H: 18.142 21.910 18.071
H: 18.077 20.609 15.309
H: 16.755 20.478 16.490
H: 17.758 20.136 19.035
H: 16.941 18.813 18.432
H: 18.613 18.526 19.099
H: 18.655 18.204 15.429
H: 18.224 17.201 16.837
H: 16.976 18.202 16.106
H: 20.564 19.943 19.542
H: 19.581 21.405 19.461
H: 21.452 21.507 19.412
H: 20.838 17.956 16.792
C: 13.173 21.448 22.385
C: 14.186 22.421 21.819
C: 15.458 21.596 21.376
C: 16.321 22.450 20.505
C: 15.545 22.999 19.302
C: 14.391 23.834 19.713
N: 13.531 23.073 20.669
O: 12.536 23.972 21.140
C: 14.889 25.144 20.316
C: 13.474 24.213 18.406
C: 14.560 23.393 23.024
H: 13.752 20.647 22.989
H: 12.696 21.015 21.510
H: 12.476 21.882 23.097
H: 15.936 21.263 22.300
H: 15.093 20.702 20.862
H: 17.150 21.883 20.150
H: 16.685 23.218 21.238
H: 15.174 22.192 18.657
H: 16.253 23.551 18.693
H: 15.297 25.809 19.548
H: 14.079 25.629 20.826
H: 15.626 24.918 21.056
H: 14.011 24.986 17.832
H: 13.241 23.360 17.784
H: 12.562 24.645 18.851
H: 13.648 23.753 23.450
H: 15.206 24.186 22.638
H: 15.012 22.847 23.807
H: 11.696 23.476 21.082
C: 15.079 19.297 25.053
C: 16.007 18.311 24.386
C: 15.353 17.887 23.077
C: 16.307 16.970 22.281
C: 17.490 17.824 21.914
C: 18.275 18.245 23.093
N: 17.236 19.043 24.011
O: 17.838 19.462 25.206
C: 19.014 17.095 23.815
C: 19.245 19.396 22.754
C: 16.189 17.164 25.386
H: 15.269 19.304 26.083
H: 13.986 19.073 24.963
H: 15.135 20.361 24.715
H: 14.454 17.288 23.313
H: 14.988 18.804 22.512
H: 15.758 16.627 21.410
H: 16.566 16.059 22.845
H: 17.225 18.697 21.375
H: 18.198 17.259 21.200
H: 19.344 17.267 24.862
H: 18.507 16.162 23.832
H: 19.915 16.964 23.194
H: 18.767 20.101 22.017
H: 19.368 20.058 23.635
H: 20.150 18.990 22.334
H: 16.747 17.629 26.190
H: 16.665 16.304 24.930
H: 15.232 16.909 25.759
H: 18.189 18.630 25.633

Calculated values
Electronic energy in eV: -149718.8530
Charge: 0
F_max in eV/Å: 3.73
E_HOMO in Ha: -0.2926
Energy above the lowest of the compared OMol25 structures with the same formula, charge and spin in eV: 0.000
Frontier orbital gap in eV: 8.37

Atom charges from the Mulliken analysis, given in e for atoms 1 to 4: -1.789, 1.216, -1.780, 0.779

# 2
C28H51KN10Si3 | ωB97M-V/def2-TZVPD

Geometry (Å):
K: -0.197 0.328 -0.095
N: -2.611 4.122 1.084
C: -2.724 3.605 2.353
C: -2.561 2.260 2.210
N: -2.341 1.945 0.892
C: -2.376 3.081 0.240
C: -2.175 3.190 -1.201
N: -1.714 2.213 -1.942
C: -1.680 2.697 -3.226
C: -2.131 3.983 -3.258
N: -2.445 4.292 -1.953
H: -2.626 5.100 0.856
H: -2.893 4.226 3.215
H: -2.569 1.498 2.973
H: -1.325 2.084 -4.039
H: -2.257 4.690 -4.060
H: -2.841 5.161 -1.645
C: 2.860 -1.454 -0.721
Si: 2.738 -1.305 1.171
C: 1.870 -2.930 1.625
C: 4.515 -1.484 1.795
C: 1.904 0.210 1.750
Si: 2.816 1.774 1.646
C: 3.973 1.893 0.147
C: 3.912 2.164 3.136
C: 1.667 3.276 1.434
Si: 1.046 -0.055 3.320
C: 1.987 -0.939 4.703
C: 0.348 1.476 4.188
C: -0.501 -1.166 3.008
C: -1.138 -1.910 4.008
C: -2.171 -2.774 3.682
C: -2.559 -2.887 2.353
C: -1.905 -2.101 1.419
N: -0.915 -1.263 1.730
H: 3.429 -2.354 -0.983
H: 3.354 -0.594 -1.181
H: 1.867 -1.545 -1.177
H: 2.569 -3.764 1.510
H: 1.018 -3.109 0.962
H: 1.493 -2.954 2.650
H: 4.954 -2.454 1.539
H: 4.550 -1.367 2.883
H: 5.149 -0.701 1.364
H: 4.391 0.921 -0.122
H: 4.812 2.564 0.358
H: 3.441 2.280 -0.725
H: 4.709 1.416 3.212
H: 3.334 2.119 4.065
H: 4.377 3.153 3.074
H: 1.053 3.166 0.529
H: 2.249 4.199 1.328
H: 0.991 3.404 2.283
H: 2.882 -0.359 4.953
H: 2.320 -1.935 4.395
H: 1.396 -1.047 5.619
H: 1.149 2.074 4.635
H: -0.333 1.177 4.992
H: -0.204 2.116 3.498
H: -0.805 -1.822 5.035
H: -2.660 -3.367 4.446
H: -3.346 -3.567 2.052
H: -2.168 -2.141 0.364
N: 3.084 0.749 -4.073
C: 2.803 1.969 -3.508
C: 1.598 1.811 -2.896
N: 1.137 0.522 -3.069
C: 2.056 -0.084 -3.778
H: 3.921 0.506 -4.572
H: 3.477 2.805 -3.578
H: 1.031 2.537 -2.333
H: 2.042 -1.119 -4.083
C: -3.010 -3.078 -4.793
N: -2.109 -2.893 -3.667
C: -0.717 -3.140 -3.964
C: -2.394 -1.976 -2.667
N: -1.540 -1.226 -2.083
N: -3.740 -1.906 -2.316
C: -4.139 -0.780 -1.484
C: -4.435 -3.143 -1.997
H: -2.602 -2.605 -5.693
H: -3.973 -2.625 -4.578
H: -3.155 -4.140 -5.004
H: -0.636 -4.063 -4.539
H: -0.149 -3.262 -3.043
H: -0.265 -2.329 -4.553
H: -0.640 -1.177 -2.552
H: -3.997 -0.982 -0.416
H: -5.197 -0.575 -1.658
H: -3.544 0.095 -1.735
H: -4.000 -3.978 -2.540
H: -5.491 -3.063 -2.264
H: -4.373 -3.362 -0.922

Calculated values
Electronic energy in eV: -84726.5787
Charge: 0
F_max in eV/Å: 1.10
E_HOMO in Ha: -0.2225
Frontier orbital gap in eV: 6.03

Atom charges from the Mulliken analysis, given in e for atoms 1 to 4: 1.626, -0.084, -0.684, -0.570

Look up the E_HOMO of the first one. -0.2926 Ha

What is the E_HOMO in the second record? -0.2225 Ha